DFT (ωB97M-V/def2-TZVPD) results for a single C5H6O molecule.

Last column: natural (NBO) charge in e.
Positions of all 12 atoms, in Å:
C1 1.510 -1.386 -0.275  -0.627
C2 -1.121 1.510 -0.186  -0.652
C3 1.122 -0.166 0.232  0.535
C4 -0.669 0.127 0.068  -0.097
C5 -0.982 -1.015 0.459  -0.007
O1 1.656 0.720 0.855  -0.566
H1 2.543 -1.700 -0.164  0.219
H2 0.992 -1.809 -1.118  0.215
H3 -1.416 -1.893 0.874  0.249
H4 -2.126 1.708 0.181  0.233
H5 -0.428 2.177 0.330  0.258
H6 -1.081 1.727 -1.255  0.241

Output
DFT total energy   -7325.12116 eV
Charge   0
E_LUMO (spin up / spin down)   -0.4 / -0.4 eV
Gap between HOMO and LUMO (spin up / spin down)   7.87 / 7.87 eV
Relative energy (zero: lowest compared OMol25 entry of this formula, charge and spin)   401.7 kJ/mol

DFT (ωB97M-V/def2-TZVPD) results for 2 unconnected molecules or ions with the total composition C5H6O.

Last column: natural (NBO) charge in e.
Positions of all 12 atoms, in Å:
C1 2.175 0.956 -0.465  -0.218
C2 1.323 0.404 0.172  -0.043
C3 0.414 -0.306 0.987  -0.303
C4 0.013 -1.521 0.635  -0.310
H1 2.898 1.481 -1.028  0.238
H2 0.211 0.079 1.978  0.232
H3 -0.426 -2.121 1.409  0.206
H4 0.169 -1.916 -0.364  0.207
C5 -1.686 0.729 -0.826  0.279
O1 -2.844 0.437 -0.689  -0.510
H5 -1.020 0.225 -1.556  0.110
H6 -1.226 1.552 -0.251  0.111

Output
DFT total energy   -7326.05002 eV
Charge   0
E_LUMO   0.5 eV
Gap between HOMO and LUMO   10.15 eV
SMILES   C#CC=C.C=O
Relative energy (zero: lowest compared OMol25 entry of this formula, charge and spin)   312.1 kJ/mol

DFT (ωB97M-V/def2-TZVPD) results for a single C5H6O molecule.

Last column: natural (NBO) charge in e.
Positions of all 12 atoms, in Å:
C1 -0.153 0.928 2.289  -0.125
C2 -1.033 0.899 1.455  -0.126
C3 -0.990 0.424 0.088  0.526
O1 -1.624 0.838 -0.854  -0.507
C4 0.178 -0.579 -0.042  -0.482
C5 0.566 -0.492 -1.496  -0.659
H1 0.581 1.075 3.038  0.235
H2 0.845 -0.288 0.786  0.217
H3 -0.161 -1.588 0.224  0.233
H4 0.961 -1.440 -1.894  0.214
H5 1.278 0.308 -1.717  0.209
H6 -0.448 -0.085 -1.875  0.265

Output
DFT total energy   -7326.12341 eV
Charge   0
E_LUMO   0.3 eV
Gap between HOMO and LUMO   10.48 eV
SMILES   C#CC(=O)CC
Relative energy (zero: lowest compared OMol25 entry of this formula, charge and spin)   305.0 kJ/mol

DFT (ωB97M-V/def2-TZVPD) results for a single C5H6O molecule.

Last column: natural (NBO) charge in e.
Positions of all 12 atoms, in Å:
C1 2.444 0.188 -1.277  -0.232
C2 1.253 0.333 -1.091  -0.006
C3 -0.176 0.398 -0.844  -0.516
C4 -0.520 0.313 0.617  0.075
C5 -0.707 -0.981 1.291  -0.118
O1 -1.818 -0.118 0.961  -0.494
H1 3.467 0.212 -1.496  0.231
H2 -0.669 -0.413 -1.414  0.245
H3 -0.564 1.317 -1.265  0.243
H4 -0.221 1.232 1.228  0.190
H5 -0.673 -1.879 0.714  0.189
H6 -0.555 -1.028 2.369  0.192

Output
DFT total energy   -7326.41462 eV
Charge   0
E_LUMO   1.0 eV
Gap between HOMO and LUMO   11.14 eV
SMILES   C#CC[C@@H]1CO1
Relative energy (zero: lowest compared OMol25 entry of this formula, charge and spin)   276.9 kJ/mol

DFT (ωB97M-V/def2-TZVPD) results for a single C5H6O molecule.

Last column: natural (NBO) charge in e.
Positions of all 12 atoms, in Å:
C1 1.987 -0.050 -0.086  -0.247
O1 0.969 -0.885 0.399  -0.466
C2 -0.215 -0.380 0.222  0.304
C3 -1.126 0.255 -0.707  -0.312
C4 -1.303 0.538 0.809  -0.332
C5 -1.683 -0.766 0.216  -0.258
H1 2.880 -0.562 -0.439  0.193
H2 2.365 0.732 0.534  0.176
H3 1.448 0.473 -0.922  0.174
H4 -1.130 0.857 -1.644  0.257
H5 -1.761 1.391 1.285  0.252
H6 -2.430 -1.604 0.333  0.260

Output
DFT total energy   -7323.19722 eV
Charge   0
E_LUMO   1.1 eV
Gap between HOMO and LUMO   9.11 eV
SMILES   CO[C@]12[C@@H]3[C@H]1[C@@H]32
Relative energy (zero: lowest compared OMol25 entry of this formula, charge and spin)   587.3 kJ/mol

DFT (ωB97M-V/def2-TZVPD) results for a single C5H6O molecule.

Last column: natural (NBO) charge in e.
Positions of all 12 atoms, in Å:
C1 1.026 0.676 -0.475  -0.339
C2 1.304 -0.416 0.244  -0.140
C3 0.081 -1.403 0.495  -0.527
C4 -0.627 -0.305 1.028  0.292
C5 -0.415 1.060 -0.793  -0.121
O1 -1.193 0.681 0.327  -0.466
H1 1.812 1.232 -0.983  0.228
H2 0.301 -2.206 1.195  0.241
H3 -0.244 -1.772 -0.480  0.246
H4 -0.705 -0.149 2.102  0.194
H5 -0.720 0.484 -1.681  0.187
H6 -0.620 2.118 -0.979  0.205

Output
DFT total energy   -7325.05186 eV
Charge   0
E_LUMO   0.3 eV
Gap between HOMO and LUMO   8.02 eV
Relative energy (zero: lowest compared OMol25 entry of this formula, charge and spin)   408.4 kJ/mol

DFT (ωB97M-V/def2-TZVPD) results for 2 unconnected molecules or ions with the total composition C5H6O.

Last column: natural (NBO) charge in e.
Positions of all 12 atoms, in Å:
C1 -0.340 -1.397 -0.574  -0.713
C2 0.449 -0.125 -0.733  0.602
O1 1.494 -0.191 -1.320  -0.540
C3 0.057 1.275 -0.327  -0.612
C4 -0.269 1.042 1.038  -0.025
C5 -0.690 0.631 2.132  -0.281
H1 -0.049 -2.036 -1.419  0.248
H2 -1.404 -1.183 -0.547  0.225
H3 -0.029 -1.880 0.354  0.250
H4 -0.820 1.565 -0.907  0.276
H5 0.917 1.944 -0.487  0.277
H6 0.686 0.355 2.791  0.292

Output
DFT total energy   -7324.41379 eV
Charge   0
E_LUMO   -0.4 eV
Gap between HOMO and LUMO   9.24 eV
Relative energy (zero: lowest compared OMol25 entry of this formula, charge and spin)   470.0 kJ/mol

DFT (ωB97M-V/def2-TZVPD) results for a single C5H6O molecule.

Last column: natural (NBO) charge in e.
Positions of all 12 atoms, in Å:
C1 0.474 -0.815 1.143  -0.608
C2 -0.051 0.554 0.712  -0.376
C3 0.162 0.780 -0.787  -0.511
C4 1.058 1.640 -1.177  0.280
C5 -0.704 -0.023 -1.727  0.447
O1 -0.359 -1.042 -2.262  -0.465
H1 0.017 -1.620 0.559  0.216
H2 1.556 -0.870 0.997  0.220
H3 0.256 -0.991 2.202  0.218
H4 0.443 1.354 1.272  0.229
H5 -1.124 0.651 0.913  0.217
H6 -1.727 0.384 -1.846  0.132

Output
DFT total energy   -7325.36593 eV
Charge   0
E_LUMO   -0.7 eV
Gap between HOMO and LUMO   9.74 eV
Relative energy (zero: lowest compared OMol25 entry of this formula, charge and spin)   378.1 kJ/mol

DFT (ωB97M-V/def2-TZVPD) results for a single C5H6O molecule.

Last column: natural (NBO) charge in e.
Positions of all 12 atoms, in Å:
C1 -0.379 1.620 0.510  -0.605
C2 0.004 0.205 0.155  -0.383
C3 -0.894 -0.791 -0.296  0.224
O1 -0.228 -1.795 -0.791  -0.354
C4 1.422 -0.243 -0.218  -0.306
C5 1.132 -1.487 -0.719  -0.046
H1 0.477 2.116 0.973  0.239
H2 -0.634 2.177 -0.397  0.224
H3 -1.233 1.666 1.194  0.212
H4 0.561 -0.332 1.027  0.384
H5 -1.975 -0.868 -0.299  0.205
H6 1.748 -2.268 -1.140  0.207

Output
DFT total energy   -7325.13970 eV
Charge   0
E_LUMO   0.3 eV
Gap between HOMO and LUMO   8.72 eV
Relative energy (zero: lowest compared OMol25 entry of this formula, charge and spin)   399.9 kJ/mol

DFT (ωB97M-V/def2-TZVPD) results for a single C5H6O molecule.

Last column: natural (NBO) charge in e.
Positions of all 12 atoms, in Å:
C1 0.096 0.331 1.727  -0.630
C2 0.073 -0.020 0.268  -0.100
C3 -0.643 0.658 -0.777  -0.321
C4 -0.384 -0.017 -1.922  0.094
O1 0.436 -1.067 -1.680  -0.405
C5 0.704 -1.053 -0.349  0.073
H1 1.072 0.123 2.175  0.221
H2 -0.656 -0.239 2.286  0.220
H3 -0.116 1.394 1.878  0.218
H4 -1.264 1.539 -0.672  0.227
H5 -0.682 0.118 -2.952  0.203
H6 1.356 -1.838 0.007  0.201

Output
DFT total energy   -7328.99030 eV
Charge   0
E_LUMO   1.1 eV
Gap between HOMO and LUMO   9.73 eV
SMILES   Cc1ccoc1
Relative energy (zero: lowest compared OMol25 entry of this formula, charge and spin)   28.4 kJ/mol

DFT (ωB97M-V/def2-TZVPD) results for a single C5H6O molecule.

Last column: natural (NBO) charge in e.
Positions of all 12 atoms, in Å:
C1 1.027 1.089 -0.080  -0.610
C2 -0.399 0.675 -0.422  -0.373
C3 -0.583 -0.847 -0.452  -0.509
C4 -0.753 -1.430 -1.606  0.280
C5 -0.554 -1.580 0.865  0.445
O1 0.430 -1.639 1.556  -0.475
H1 1.364 0.622 0.848  0.228
H2 1.717 0.797 -0.877  0.216
H3 1.072 2.177 0.038  0.216
H4 -0.699 1.096 -1.386  0.227
H5 -1.109 1.059 0.320  0.218
H6 -1.513 -2.019 1.195  0.137

Output
DFT total energy   -7325.37327 eV
Charge   0
E_LUMO   -0.8 eV
Gap between HOMO and LUMO   9.70 eV
Relative energy (zero: lowest compared OMol25 entry of this formula, charge and spin)   377.4 kJ/mol

DFT (ωB97M-V/def2-TZVPD) results for a single C5H6O molecule.

Last column: natural (NBO) charge in e.
Positions of all 12 atoms, in Å:
C1 -0.259 -1.351 -0.818  -0.624
C2 0.155 -0.156 -0.007  -0.250
C3 1.417 -0.170 0.709  0.369
O1 2.221 -1.082 0.649  -0.568
C4 -0.559 1.049 0.000  -0.236
C5 -1.319 2.040 0.129  -0.204
H1 -1.338 -1.369 -0.991  0.220
H2 0.246 -1.344 -1.792  0.227
H3 0.040 -2.268 -0.302  0.239
H4 -0.687 0.836 1.146  0.470
H5 1.627 0.739 1.321  0.104
H6 -1.546 3.076 -0.044  0.251

Output
DFT total energy   -7324.19942 eV
Charge   0
E_LUMO (spin up / spin down)   -0.1 / -0.1 eV
Gap between HOMO and LUMO (spin up / spin down)   8.00 / 8.00 eV
Relative energy (zero: lowest compared OMol25 entry of this formula, charge and spin)   490.6 kJ/mol

DFT (ωB97M-V/def2-TZVPD) results for a single C5H6O molecule.

Last column: natural (NBO) charge in e.
Positions of all 12 atoms, in Å:
C1 -2.269 -0.769 0.145  -0.681
C2 -0.968 -0.476 -0.452  0.021
C3 0.213 -0.330 -0.650  -0.035
C4 1.619 -0.058 -0.335  -0.569
C5 1.678 1.368 0.198  0.458
O1 1.897 1.628 1.354  -0.511
H1 -2.196 -1.764 0.594  0.238
H2 -3.131 -0.756 -0.523  0.235
H3 -2.444 -0.043 0.944  0.240
H4 2.302 -0.189 -1.177  0.241
H5 1.938 -0.721 0.479  0.250
H6 1.470 2.174 -0.533  0.114

Output
DFT total energy   -7327.33954 eV
Charge   0
E_LUMO   1.0 eV
Gap between HOMO and LUMO   10.49 eV
SMILES   CC#CCC=O
Relative energy (zero: lowest compared OMol25 entry of this formula, charge and spin)   187.7 kJ/mol

DFT (ωB97M-V/def2-TZVPD) results for a single C5H6O molecule.

Last column: natural (NBO) charge in e.
Positions of all 12 atoms, in Å:
C1 1.485 -1.707 -1.577  -0.484
C2 1.122 -0.829 -0.689  0.204
C3 0.662 0.052 0.167  -0.440
C4 -0.817 0.154 0.375  0.563
C5 -1.307 1.398 1.078  -0.713
O1 -1.580 -0.701 -0.023  -0.535
H1 1.551 -1.439 -2.628  0.236
H2 1.702 -2.733 -1.296  0.237
H3 1.329 0.731 0.696  0.234
H4 -2.397 1.374 1.124  0.239
H5 -0.978 2.292 0.535  0.230
H6 -0.894 1.460 2.091  0.230

Output
DFT total energy   -7327.90469 eV
Charge   0
E_LUMO   0.7 eV
Gap between HOMO and LUMO   10.39 eV
SMILES   C=C=CC(C)=O
Relative energy (zero: lowest compared OMol25 entry of this formula, charge and spin)   133.1 kJ/mol

DFT (ωB97M-V/def2-TZVPD) results for a single C5H6O molecule.

Last column: natural (NBO) charge in e.
Positions of all 12 atoms, in Å:
C1 2.655 0.045 0.368  -0.200
C2 1.559 0.158 -0.122  -0.047
C3 0.266 0.016 -0.806  -0.011
O1 -0.537 1.091 -1.205  -0.706
C4 -0.869 -0.670 0.153  -0.314
C5 -1.430 0.253 0.948  -0.311
H1 3.637 -0.033 0.787  0.238
H2 0.450 -0.524 -1.741  0.199
H3 -1.292 0.230 -1.199  0.494
H4 -1.064 -1.729 0.302  0.226
H5 -1.119 1.292 0.838  0.228
H6 -2.145 0.031 1.728  0.204

Output
DFT total energy   -7324.37084 eV
Charge   0
E_LUMO   0.6 eV
Gap between HOMO and LUMO   10.28 eV
SMILES   C#C[C@H](O)C=C
Relative energy (zero: lowest compared OMol25 entry of this formula, charge and spin)   474.1 kJ/mol

DFT (ωB97M-V/def2-TZVPD) results for a single C5H6O molecule.

Last column: natural (NBO) charge in e.
Positions of all 12 atoms, in Å:
C1 -2.550 0.506 0.230  -0.179
C2 -1.752 0.850 -0.622  -0.101
C3 -0.287 0.719 -0.767  0.508
O1 0.483 1.389 -1.401  -0.499
C4 0.162 -0.437 0.113  -0.487
C5 1.741 -0.417 0.279  -0.621
H1 -3.443 0.366 0.784  0.239
H2 -0.847 -0.336 0.941  0.246
H3 -0.014 -1.356 -0.480  0.233
H4 2.078 -1.289 0.847  0.214
H5 2.128 0.490 0.756  0.217
H6 2.301 -0.485 -0.681  0.230

Output
DFT total energy   -7325.76515 eV
Charge   0
E_LUMO   0.1 eV
Gap between HOMO and LUMO   10.34 eV
SMILES   C#CC(=O)CC
Relative energy (zero: lowest compared OMol25 entry of this formula, charge and spin)   339.6 kJ/mol

DFT (ωB97M-V/def2-TZVPD) results for a single C5H6O molecule.

Last column: natural (NBO) charge in e.
Positions of all 12 atoms, in Å:
C1 0.762 -1.348 -0.152  -0.299
C2 1.758 -0.511 0.036  0.241
C3 -0.573 -0.523 0.203  -0.491
C4 -0.335 0.782 -0.507  -0.311
C5 1.893 0.809 0.421  0.076
O1 2.860 0.116 -0.332  -0.430
H1 0.762 -2.181 -0.749  0.211
H2 -1.269 -1.295 -0.238  0.232
H3 -0.705 -0.360 1.387  0.222
H4 -0.095 0.718 -1.617  0.173
H5 -0.978 1.688 -0.344  0.179
H6 2.039 1.394 1.368  0.195

Output
Multiplicity   3
DFT total energy   -7321.24755 eV
Charge   0
E_LUMO (spin up / spin down)   1.1 / -1.0 eV
Gap between HOMO and LUMO (spin up / spin down)   8.12 / 7.94 eV
Relative energy (zero: lowest compared OMol25 entry of this formula, charge and spin)   339.5 kJ/mol

DFT (ωB97M-V/def2-TZVPD) results for a single C5H6O2 molecule.

Last column: natural (NBO) charge in e.
Positions of all 13 atoms, in Å:
C1 -1.297 1.634 -1.051  -0.389
C2 -1.419 0.809 -0.184  0.304
O1 -1.563 -0.068 0.777  -0.476
C3 -0.857 -1.242 0.500  0.120
C4 0.339 -1.211 -0.071  -0.275
C5 1.350 -0.090 0.049  -0.103
O2 1.163 0.720 1.188  -0.711
H1 -1.293 2.368 -1.823  0.249
H2 -1.405 -2.119 0.825  0.202
H3 0.689 -2.127 -0.530  0.220
H4 1.456 0.513 -0.862  0.187
H5 2.300 -0.609 0.216  0.196
H6 0.538 1.422 0.965  0.478

Output
DFT total energy   -9373.08729 eV
Charge   0
E_LUMO   0.9 eV
Gap between HOMO and LUMO   10.18 eV
SMILES   C#CO/C=C\CO
Relative energy (zero: lowest compared OMol25 entry of this formula, charge and spin)   386.7 kJ/mol

DFT (ωB97M-V/def2-TZVPD) results for 2 unconnected molecules or ions with the total composition C5H6O2.

Last column: natural (NBO) charge in e.
Positions of all 13 atoms, in Å:
C1 2.447 -0.997 0.144  -0.230
C2 1.254 -1.047 -0.011  -0.001
C3 -0.192 -1.138 -0.206  -0.600
C4 -1.041 -0.511 0.890  0.473
O1 -2.170 -0.135 0.687  -0.541
H1 3.505 -0.959 0.283  0.241
H2 -0.493 -2.194 -0.190  0.264
H3 -0.498 -0.737 -1.179  0.250
H4 -0.586 -0.503 1.897  0.131
C5 -0.571 2.072 -0.590  0.268
O2 0.175 1.854 0.326  -0.505
H5 -1.636 1.785 -0.523  0.136
H6 -0.194 2.511 -1.528  0.113

Output
DFT total energy   -9373.89976 eV
Charge   0
E_LUMO   0.6 eV
Gap between HOMO and LUMO   10.47 eV
SMILES   C#CCC=O.C=O
Relative energy (zero: lowest compared OMol25 entry of this formula, charge and spin)   308.4 kJ/mol

DFT (ωB97M-V/def2-TZVPD) results for a single C5H6O2 molecule.

Last column: natural (NBO) charge in e.
Positions of all 13 atoms, in Å:
C1 2.516 -0.253 0.186  -0.375
C2 1.258 -0.621 0.235  -0.054
C3 0.071 -0.081 0.346  0.224
O1 0.059 1.306 0.401  -0.693
C4 -1.340 -0.553 0.282  -0.550
C5 -1.928 -0.005 -1.013  0.455
O2 -2.831 0.791 -1.066  -0.500
H1 3.071 -0.037 1.097  0.204
H2 2.973 -0.017 -0.774  0.212
H3 0.861 1.614 0.823  0.484
H4 -1.882 -0.113 1.125  0.245
H5 -1.401 -1.645 0.291  0.241
H6 -1.427 -0.385 -1.935  0.107

Output
DFT total energy   -9374.08899 eV
Charge   0
E_LUMO   0.3 eV
Gap between HOMO and LUMO   9.43 eV
SMILES   C=C=C(O)CC=O
Relative energy (zero: lowest compared OMol25 entry of this formula, charge and spin)   290.1 kJ/mol